[1]
The following is a DFT calculation (ωB97M-V with the def2-TZVPD basis set) of a cluster of 2 separate species, C5H6ClF in total.

```
13
Properties=species:S:1:pos:R:3:lowdin_charge:R:1
C 1.423 1.804 -0.045 0.000
C -1.960 -1.332 0.362 -0.059
C 1.228 0.548 0.371 -0.314
C -1.372 -0.289 -0.142 -0.218
C 0.912 -0.573 -0.474 -0.597
F -1.899 0.965 -0.151 0.000
Cl 1.143 -2.121 0.118 0.712
H 1.749 2.695 0.599 0.082
H 1.570 2.048 -1.196 0.101
H -3.144 -1.343 0.522 0.110
H -1.563 -2.368 0.240 0.031
H 1.041 0.433 1.360 0.067
H 0.872 -0.467 -1.562 0.085
```

## Properties
Energy (eV): -20517.1395
HOMO (spin up / spin down) (Eh): -0.3162 / -0.3163
Max |F| (hartree/bohr): 0.08400
Spin multiplicity: 1
Relative energy (zero: lowest compared OMol25 entry of this formula, charge and spin) (kJ/mol): 395.3

---

[2]
The following is a DFT calculation (ωB97M-V with the def2-TZVPD basis set) of a structure of composition C48H77AsBaF3N7O2S2Si4.

```
145
Properties=species:S:1:pos:R:3:lowdin_charge:R:1
Ba -0.249 0.126 -1.648 1.760
C 2.133 3.657 -2.239 -0.106
N 1.330 3.376 -1.067 -0.238
C 2.174 3.291 0.110 -0.145
C 0.284 4.368 -0.886 -0.204
C -0.930 4.157 -1.779 -0.208
N -1.634 2.926 -1.497 -0.319
C -2.663 2.670 -2.493 -0.115
C -2.196 2.898 -0.161 -0.117
H 2.682 4.614 -2.134 0.089
H 1.512 3.715 -3.130 0.071
H 2.862 2.859 -2.387 0.071
H 2.713 4.240 0.303 0.091
H 2.912 2.503 -0.036 0.010
H 1.577 3.029 0.984 -0.027
H 0.674 5.385 -1.086 0.119
H -0.018 4.351 0.162 0.100
H -0.630 4.142 -2.829 0.110
H -1.604 5.028 -1.645 0.119
H -3.422 3.477 -2.508 0.084
H -3.156 1.722 -2.273 0.060
H -2.211 2.583 -3.481 0.078
H -2.960 3.687 -0.020 0.093
H -1.426 3.001 0.602 0.008
H -2.668 1.931 -0.002 0.051
C -7.188 -0.341 -1.125 -0.027
C -7.388 -1.786 -0.758 -0.216
C -8.584 -2.427 -1.068 -0.062
C -8.855 -3.726 -0.664 -0.108
C -7.907 -4.414 0.080 -0.104
C -6.698 -3.810 0.377 -0.021
C -6.417 -2.507 -0.043 -0.220
N -5.200 -1.925 0.329 0.134
C -4.226 -1.364 -0.540 -0.360
N -4.450 -1.685 -1.836 0.130
C -3.771 -1.426 -3.075 -0.239
C -2.549 -0.753 -3.136 -0.199
C -2.060 -0.648 -4.452 -0.186
C -2.696 -1.140 -5.585 -0.121
C -3.907 -1.798 -5.445 -0.099
C -4.464 -1.956 -4.183 -0.240
C -5.768 -2.708 -4.051 -0.063
N -3.268 -0.660 -0.053 0.140
C -3.260 -0.592 1.362 -0.264
C -2.523 -1.556 2.056 -0.038
C -2.504 -1.587 3.438 -0.091
C -3.208 -0.631 4.157 -0.107
C -3.925 0.336 3.474 -0.055
C -3.985 0.365 2.082 -0.215
C -4.881 1.369 1.406 -0.058
H -8.152 0.134 -1.311 0.077
H -6.566 -0.219 -2.013 0.080
H -6.684 0.190 -0.315 0.059
H -9.333 -1.873 -1.625 0.105
H -9.799 -4.190 -0.920 0.091
H -8.098 -5.426 0.414 0.095
H -5.938 -4.350 0.929 0.115
H -4.797 -2.259 1.191 0.131
H -5.202 -2.343 -1.934 0.082
H -1.113 -0.141 -4.628 0.048
H -2.250 -1.016 -6.567 0.085
H -4.425 -2.205 -6.308 0.089
H -6.098 -3.055 -5.030 0.067
H -6.573 -2.095 -3.633 0.065
H -5.676 -3.596 -3.413 0.082
H -1.959 -2.280 1.479 0.117
H -1.921 -2.343 3.949 0.098
H -3.186 -0.633 5.240 0.092
H -4.472 1.091 4.030 0.109
H -4.634 2.385 1.720 0.078
H -5.926 1.183 1.671 0.075
H -4.792 1.317 0.323 0.057
C -0.877 1.857 5.961 -0.203
Si 0.559 0.725 5.535 0.476
C 0.554 -0.591 6.905 -0.202
C 2.168 1.679 5.725 -0.189
C 0.560 -0.212 3.913 -0.289
C 0.798 -1.576 3.891 -0.133
C 0.854 -2.267 2.684 -0.110
C 0.689 -1.527 1.528 -0.220
N 0.475 -0.210 1.493 0.002
C 0.385 0.464 2.667 -0.775
S 0.101 2.165 2.672 0.590
H -0.873 2.048 7.039 0.019
H -1.833 1.404 5.691 0.006
H -0.798 2.795 5.416 -0.004
H 0.450 -0.109 7.882 0.017
H 1.475 -1.179 6.922 0.021
H -0.284 -1.285 6.784 0.022
H 2.230 2.166 6.703 0.022
H 2.239 2.442 4.948 0.006
H 3.024 1.006 5.621 0.017
H 0.937 -2.118 4.821 0.088
H 1.030 -3.333 2.631 0.102
H 0.719 -2.024 0.562 0.051
C 7.567 0.400 -1.480 -0.218
Si 5.808 1.084 -1.512 0.253
C 5.942 2.858 -0.890 -0.219
C 5.291 1.115 -3.320 -0.219
As 4.130 -0.023 -0.283 0.849
Si 4.982 0.257 1.894 0.247
C 4.448 -1.169 2.986 -0.209
C 4.252 1.850 2.554 -0.220
C 6.860 0.383 2.068 -0.229
Si 4.636 -2.269 -0.821 0.260
C 6.459 -2.771 -0.706 -0.220
C 4.055 -2.489 -2.583 -0.209
C 3.705 -3.433 0.308 -0.216
H 8.206 1.122 -2.000 0.027
H 7.634 -0.550 -2.011 0.006
H 7.964 0.256 -0.474 0.003
H 6.725 3.375 -1.454 0.026
H 6.201 2.904 0.170 0.008
H 5.008 3.404 -1.028 0.007
H 5.546 2.073 -3.781 0.032
H 4.216 0.955 -3.424 -0.008
H 5.796 0.325 -3.883 0.026
H 3.443 -1.511 2.743 0.004
H 4.447 -0.846 4.032 0.027
H 5.131 -2.018 2.889 0.023
H 3.160 1.789 2.616 0.007
H 4.496 2.704 1.916 0.014
H 4.642 2.049 3.557 0.029
H 7.371 -0.505 1.689 0.007
H 7.093 0.478 3.134 0.025
H 7.269 1.257 1.556 0.009
H 6.984 -2.596 -1.647 0.010
H 6.506 -3.842 -0.489 0.024
H 6.996 -2.242 0.083 0.004
H 4.540 -1.783 -3.262 0.015
H 2.977 -2.322 -2.648 0.014
H 4.263 -3.507 -2.925 0.034
H 4.239 -3.595 1.248 0.018
H 3.583 -4.393 -0.201 0.022
H 2.707 -3.071 0.543 -0.003
S 0.625 -5.210 -1.474 0.379
C 0.430 -3.588 -1.634 -1.025
N 0.297 -2.429 -1.727 -0.159
F 2.457 2.483 -5.358 0.122
C 1.796 1.302 -5.301 -0.533
F 2.668 0.352 -5.663 0.140
F 0.840 1.347 -6.239 0.140
C 1.213 1.076 -3.870 -0.701
O 0.103 1.599 -3.664 -0.200
O 1.905 0.407 -3.084 -0.182
```

## Properties
Energy (eV): -188428.5862
HOMO (Eh): -0.0880
Max |F| (hartree/bohr): 0.04518
Spin multiplicity: 1
Charge: -2
Relative energy (zero: lowest compared OMol25 entry of this formula, charge and spin) (kJ/mol): 63.1

---

[3]
The following is a DFT calculation (ωB97M-V with the def2-TZVPD basis set) of a cluster of 3 separate species, C4H13O4 in total.

```
21
Properties=species:S:1:pos:R:3:lowdin_charge:R:1
C 1.429 1.182 0.404 -0.285
O 2.143 1.992 -0.507 -0.099
C -0.100 1.336 0.287 -0.195
C -0.838 0.454 1.294 -0.211
C -1.449 -0.766 0.619 -0.472
O -0.634 -1.526 -0.132 -0.307
H 1.892 0.176 0.325 0.117
H 1.758 1.459 1.418 0.108
H 1.681 2.032 -1.355 0.078
H -0.338 1.119 -0.769 0.092
H -0.332 2.413 0.384 0.108
H -0.146 0.094 2.087 0.111
H -1.597 1.086 1.768 0.094
H -2.282 -0.273 -0.032 0.095
H -2.239 -1.329 1.181 0.089
H 0.633 -2.311 0.427 -0.001
H 1.706 -2.490 -0.618 -0.003
O 1.516 -2.827 0.267 -0.180
H -1.405 0.009 -2.573 -0.001
H -0.660 -1.148 -1.792 0.002
O -0.740 -0.681 -2.684 -0.141
```

## Properties
Energy (eV): -12549.1721
HOMO (Eh): -0.1475
Max |F| (hartree/bohr): 0.06769
Spin multiplicity: 1
Charge: -1
Relative energy (zero: lowest compared OMol25 entry of this formula, charge and spin) (kJ/mol): 102.3

---

[4]
The following is a DFT calculation (ωB97M-V with the def2-TZVPD basis set) of a structure of composition AlBH4.

```
6
Properties=species:S:1:pos:R:3:lowdin_charge:R:1
Al 1.949 -1.576 0.541 1.715
B -0.422 0.347 -0.123 -0.004
H -0.630 0.567 0.912 0.040
H 0.604 0.622 -0.313 0.073
H -0.377 -0.729 -0.190 -0.091
H -1.123 0.769 -0.826 0.267
```

## Properties
Energy (eV): -7305.5783
HOMO (Eh): -0.8295
Max |F| (hartree/bohr): 0.19961
Spin multiplicity: 1
Charge: +2
Relative energy (zero: lowest compared OMol25 entry of this formula, charge and spin) (kJ/mol): 406.0

---

- What is the formula in the fourth record?
  AlBH4